No. 1
Here is a structure of composition C37H38Cl2IrO2P2 from the OMol25 dataset. Energies are from the ωB97M-V functional and the def2-TZVPD basis.

Properties
- ΔE to the lowest compared entry with this formula, charge and spin (kJ/mol) = 0.0
- E_HOMO (spin up / spin down) (eV) = -11.896 / -13.618
- frontier orbital gap (spin up / spin down) (hartree) = 0.20532 / 0.20580

Geometry as ORCA input:
```
! wB97M-V def2-TZVPD RIJCOSX def2/J DEFGRID3
* xyz 2 6
Ir 4.80 1.83 -0.16
C 6.49 2.66 0.16
C 5.37 3.64 0.14
C 5.15 4.48 -1.10
C 4.74 3.63 -2.34
C 4.39 2.20 -1.99
C 5.47 1.18 -1.82
C 6.89 1.61 -2.12
C 7.43 2.57 -1.03
C -0.78 -0.29 -1.86
H 6.95 2.49 1.14
H 5.19 4.14 1.09
H 6.03 5.10 -1.32
H 4.34 5.18 -0.88
H 3.84 4.09 -2.77
H 5.51 3.67 -3.12
H 3.48 1.81 -2.47
H 5.18 0.17 -2.14
H 6.96 2.05 -3.11
H 7.52 0.71 -2.14
H 8.39 2.17 -0.66
H 7.65 3.56 -1.44
H -0.10 -0.58 -1.04
H -1.10 -1.19 -2.41
H -1.66 0.21 -1.44
P -0.12 2.56 0.35
P 0.05 0.78 -3.02
C 0.16 3.01 -1.32
C 0.72 2.26 -2.32
C 0.60 3.58 1.61
C 0.64 4.97 1.37
C 0.76 5.86 2.43
C 0.87 5.38 3.74
C 1.00 4.01 3.96
C 0.90 3.10 2.90
C 4.40 0.66 1.41
C 4.17 -0.70 1.20
C 4.30 -1.56 2.29
C 4.60 -1.06 3.56
C 4.69 0.32 3.76
C 4.54 1.20 2.69
C -1.16 1.12 -4.32
C -2.13 2.11 -4.09
C -3.13 2.34 -5.03
C -3.17 1.59 -6.21
C -2.20 0.60 -6.44
C -1.20 0.36 -5.50
C 1.45 -0.11 -3.73
C 1.99 -1.23 -3.06
C 3.07 -1.91 -3.61
C 3.65 -1.46 -4.80
C 3.15 -0.32 -5.44
C 2.06 0.36 -4.90
H -0.10 4.05 -1.52
H 1.52 2.70 -2.92
H 0.55 5.32 0.34
H 0.74 6.93 2.24
H 0.88 6.07 4.59
H 1.16 3.62 4.96
H 1.04 2.03 3.07
H 3.91 -1.04 0.19
H 4.17 -2.63 2.14
H 4.73 -1.75 4.40
H 4.87 0.71 4.76
H 4.56 2.28 2.81
H -2.10 2.69 -3.16
H -3.88 3.11 -4.85
H -3.96 1.77 -6.95
H -2.23 0.02 -7.36
H -0.45 -0.41 -5.68
H 1.55 -1.56 -2.12
H 3.46 -2.80 -3.11
H 4.49 -2.01 -5.24
H 3.61 0.04 -6.36
H 1.67 1.25 -5.40
Cl -2.11 2.76 0.62
C -1.43 0.17 2.19
Cl -2.39 -1.04 1.59
C -0.05 0.22 1.83
O 0.91 -0.32 2.33
O 0.27 1.05 0.62
H -1.76 0.60 3.13
*
```

---

No. 2
Here is a structure of composition C37H38CoN4OSb2 from the OMol25 dataset. Energies are from the ωB97M-V functional and the def2-TZVPD basis.

Properties
- ΔE to the lowest compared entry with this formula, charge and spin (kJ/mol) = 0.0
- E_HOMO (spin up / spin down) (eV) = -15.820 / -15.863
- frontier orbital gap (spin up / spin down) (hartree) = 0.31218 / 0.21414

Geometry as ORCA input:
```
! wB97M-V def2-TZVPD RIJCOSX def2/J DEFGRID3
* xyz 3 5
Co 1.50 1.24 -0.42
O -0.28 2.24 0.08
C 0.02 3.31 1.04
C 1.14 2.86 1.93
C 1.36 3.46 3.16
C 2.45 3.05 3.91
C 3.26 2.03 3.42
C 2.97 1.47 2.20
N 1.93 1.89 1.45
H -0.86 2.61 -0.59
H -0.88 3.53 1.62
H 0.30 4.21 0.49
H 0.70 4.24 3.51
H 2.66 3.51 4.86
H 4.11 1.66 3.99
H 3.57 0.67 1.78
C -1.32 -3.56 2.09
C 0.04 -3.02 1.66
C 0.14 -2.68 0.17
Sb 1.80 -1.48 -0.42
C 1.16 -1.19 -2.42
C 1.77 -1.75 -3.54
C 1.30 -1.45 -4.81
C 0.23 -0.58 -4.98
C -0.39 -0.02 -3.88
C 0.08 -0.32 -2.61
C 3.32 -2.89 -0.61
C 3.08 -4.21 -0.24
C 4.07 -5.17 -0.48
C 5.27 -4.79 -1.07
C 5.51 -3.47 -1.41
C 4.53 -2.51 -1.18
Sb -3.07 -2.35 1.93
C -3.84 -2.72 0.02
C -3.94 -1.72 -0.94
C -4.41 -2.04 -2.21
C -4.77 -3.35 -2.50
C -4.67 -4.34 -1.54
C -4.20 -4.04 -0.27
C -4.43 -3.15 3.24
C -4.02 -3.54 4.52
C -4.93 -4.16 5.36
C -6.24 -4.36 4.93
C -6.65 -3.94 3.67
C -5.76 -3.31 2.82
H -1.31 -3.90 3.13
H -1.63 -4.40 1.46
H 0.74 -3.83 1.89
H 0.34 -2.18 2.29
H -0.76 -2.18 -0.21
H 0.26 -3.58 -0.43
H 2.61 -2.43 -3.42
H 1.77 -1.90 -5.68
H -0.13 -0.36 -5.98
H -1.24 0.64 -4.01
H -0.47 0.08 -1.75
H 2.16 -4.52 0.22
H 3.90 -6.20 -0.21
H 6.03 -5.54 -1.25
H 6.45 -3.19 -1.86
H 4.73 -1.48 -1.45
H -3.68 -0.69 -0.70
H -4.51 -1.27 -2.96
H -5.14 -3.59 -3.49
H -4.97 -5.36 -1.77
H -4.14 -4.82 0.47
H -3.00 -3.37 4.87
H -4.62 -4.49 6.34
H -6.95 -4.83 5.60
H -7.68 -4.10 3.36
H -6.09 -2.97 1.85
N 2.27 4.14 -4.94
C 2.77 3.42 -3.91
C 1.94 2.87 -2.91
N 2.47 2.17 -1.92
C 3.80 1.98 -1.89
C 4.59 2.52 -2.89
N 4.09 3.23 -3.89
H 1.31 4.40 -5.00
H 2.92 4.52 -5.61
H 0.87 2.99 -2.94
H 4.22 1.42 -1.06
H 5.66 2.37 -2.87
*
```

---

No. 3
Here is a structure of composition C37H38KN6O7P2 from the OMol25 dataset. Energies are from the ωB97M-V functional and the def2-TZVPD basis.

Properties
- ΔE to the lowest compared entry with this formula, charge and spin (kJ/mol) = 188.6
- E_HOMO (eV) = -5.143
- frontier orbital gap (hartree) = 0.24130

Geometry as ORCA input:
```
! wB97M-V def2-TZVPD RIJCOSX def2/J DEFGRID3
* xyz -1 1
K 0.60 1.82 1.33
C 5.59 1.48 0.28
C 4.12 1.74 0.35
N 3.41 1.31 1.29
N 4.09 0.46 2.21
C 3.17 -0.18 2.94
O 1.93 -0.03 2.91
C 3.74 -1.11 3.96
C 5.07 -1.44 3.88
C 5.71 -2.16 4.87
C 4.93 -2.62 5.90
C 3.54 -2.44 5.93
C 2.95 -1.68 4.95
C 3.48 2.71 -0.67
C 4.18 2.85 -1.85
C 3.69 3.77 -2.78
C 2.43 4.35 -2.55
C 1.73 3.98 -1.38
N 2.26 3.25 -0.43
H 5.80 0.43 -0.21
H 6.05 1.50 1.27
H 6.09 2.19 -0.39
H 5.57 -0.93 3.08
H 6.72 -2.53 4.70
H 5.49 -3.05 6.70
H 2.99 -2.84 6.83
H 1.91 -1.41 4.90
H 5.05 2.28 -2.10
H 4.19 3.91 -3.75
H 2.08 5.11 -3.19
H 0.74 4.37 -1.15
C -3.70 -1.69 0.79
P -1.90 -1.51 1.23
C -1.84 -2.54 2.84
C -1.22 -2.85 0.11
C -1.80 -4.14 0.18
C -1.46 -5.10 -0.72
C -0.46 -4.90 -1.62
C 0.36 -3.74 -1.45
C -0.06 -2.70 -0.65
P 0.86 -1.16 -0.52
C 1.64 -1.08 -2.18
C 2.24 -1.86 0.52
H -4.04 -2.66 0.88
H -3.69 -1.31 -0.27
H -4.31 -1.09 1.35
H -2.09 -3.53 2.71
H -2.40 -1.99 3.62
H -0.78 -2.59 3.25
H -2.54 -4.34 0.91
H -2.01 -6.04 -0.79
H -0.30 -5.60 -2.37
H 1.28 -3.59 -2.11
H 2.17 -2.04 -2.45
H 2.36 -0.27 -2.10
H 0.98 -0.79 -3.02
H 2.48 -2.81 0.14
H 1.94 -1.96 1.55
H 3.09 -1.18 0.58
C -0.16 2.26 -4.76
C -0.89 1.26 -3.94
C -1.23 1.57 -2.64
C -1.97 0.65 -1.91
N -2.30 -0.57 -2.39
C -1.98 -0.86 -3.65
C -1.27 0.03 -4.48
H -0.73 2.36 -5.68
H 0.80 1.91 -5.14
H 0.02 3.19 -4.21
H -0.84 2.47 -2.16
H -2.11 0.84 -0.78
H -2.30 -1.82 -4.08
H -0.96 -0.11 -5.53
O -2.05 2.38 2.34
C -2.25 2.72 1.17
O -1.47 3.28 0.32
C -3.64 2.43 0.62
C -4.48 1.73 1.44
C -5.74 1.29 0.97
C -6.13 1.64 -0.35
C -5.26 2.33 -1.12
C -4.07 2.76 -0.69
N -5.76 2.90 -2.44
O -6.91 2.71 -2.72
O -4.93 3.46 -3.14
N -6.64 0.48 1.85
O -7.86 0.51 1.69
O -6.06 -0.09 2.76
H -4.30 1.62 2.48
H -7.13 1.44 -0.67
H -3.44 3.18 -1.41
*
```

---

No. 4
Here is a structure of composition C37H38N7O6PbS3 from the OMol25 dataset. Energies are from the ωB97M-V functional and the def2-TZVPD basis.

Properties
- ΔE to the lowest compared entry with this formula, charge and spin (kJ/mol) = 199.6
- E_HOMO (eV) = -4.424
- frontier orbital gap (hartree) = 0.18418

Geometry as ORCA input:
```
! wB97M-V def2-TZVPD RIJCOSX def2/J DEFGRID3
* xyz -1 1
Pb -1.95 -0.17 0.83
C -0.27 -2.48 5.66
C -0.92 -1.45 4.78
N -0.71 -1.38 3.51
N 0.20 -2.24 3.00
C 0.09 -2.74 1.81
S -1.22 -2.78 0.68
S 1.44 -3.78 1.31
C 2.80 -3.31 2.47
C 3.91 -2.62 1.74
C 4.58 -3.27 0.71
C 5.58 -2.63 0.00
C 5.94 -1.33 0.33
C 5.28 -0.67 1.35
C 4.26 -1.31 2.05
C -1.95 -0.55 5.36
C -2.83 -1.07 6.31
C -3.93 -0.34 6.73
C -4.20 0.90 6.18
C -3.30 1.47 5.30
C -2.17 0.76 4.92
O -1.27 1.43 4.08
H 0.69 -2.76 5.22
H -0.89 -3.38 5.70
H -0.13 -2.09 6.67
H 3.14 -4.24 2.92
H 2.34 -2.68 3.22
H 4.30 -4.28 0.46
H 6.09 -3.15 -0.80
H 6.72 -0.83 -0.23
H 5.56 0.34 1.62
H 3.73 -0.78 2.83
H -2.67 -2.06 6.70
H -4.61 -0.77 7.45
H -5.08 1.45 6.46
H -3.47 2.44 4.86
C -4.59 -0.38 -6.13
C -3.16 0.01 -5.75
C -2.18 -0.94 -6.45
C -2.93 1.46 -6.23
C -2.93 -0.05 -4.24
C -3.84 -0.54 -3.37
C -3.63 -0.42 -1.90
N -2.28 -0.25 -1.50
C -1.39 0.24 -2.38
C -1.67 0.39 -3.72
C -0.06 0.57 -1.83
C 1.01 0.98 -2.63
C 2.23 1.33 -2.07
C 2.35 1.23 -0.69
C 1.26 0.78 0.04
N 0.10 0.48 -0.51
C 3.39 1.75 -2.97
C 4.61 2.23 -2.18
C 2.94 2.89 -3.90
C 3.80 0.52 -3.80
H -4.73 -0.24 -7.20
H -5.31 0.24 -5.60
H -4.78 -1.43 -5.89
H -2.32 -0.88 -7.53
H -2.36 -1.96 -6.13
H -1.15 -0.68 -6.22
H -3.21 1.55 -7.28
H -1.88 1.75 -6.13
H -3.53 2.15 -5.64
H -4.80 -0.93 -3.68
H -4.05 -1.28 -1.37
H -0.93 0.80 -4.39
H 0.88 1.01 -3.70
H 3.26 1.48 -0.18
H 1.33 0.68 1.12
H 4.36 3.08 -1.55
H 5.39 2.54 -2.88
H 5.01 1.43 -1.56
H 2.61 3.75 -3.31
H 2.12 2.58 -4.54
H 3.77 3.20 -4.53
H 4.07 -0.30 -3.13
H 4.65 0.75 -4.44
H 2.97 0.19 -4.43
O -4.46 0.72 -1.49
S -4.56 1.04 0.08
O -5.85 1.65 0.24
O -4.42 -0.26 0.76
O -3.44 1.92 0.41
O 0.90 0.98 3.87
N 0.04 1.48 4.55
C 0.26 2.16 5.67
C -0.74 2.86 6.37
N -1.48 3.48 6.99
C 1.59 2.24 6.16
N 2.65 2.32 6.59
*
```

---

No. 5
Here is a structure of composition C37H38N7PbS2Si from the OMol25 dataset. Energies are from the ωB97M-V functional and the def2-TZVPD basis.

Properties
- E_HOMO (eV) = -15.837
- frontier orbital gap (hartree) = 0.27313

Geometry as ORCA input:
```
! wB97M-V def2-TZVPD RIJCOSX def2/J DEFGRID3
* xyz 3 1
Pb -1.46 -0.13 -0.16
S -6.52 -3.57 4.89
N -5.65 -2.22 5.02
C -4.99 -2.08 3.88
C -4.07 -1.00 3.57
C -3.81 0.04 4.46
C -2.91 1.02 4.10
C -2.29 0.92 2.87
N -2.53 -0.06 2.00
C -3.43 -1.02 2.33
C -3.73 -2.07 1.35
N -3.12 -1.99 0.15
C -3.37 -2.91 -0.76
C -4.23 -3.98 -0.54
C -4.86 -4.08 0.68
C -4.62 -3.11 1.65
C -5.25 -3.11 2.96
N -6.10 -4.02 3.40
H -4.32 0.06 5.42
H -2.68 1.85 4.76
H -1.57 1.67 2.57
H -2.87 -2.80 -1.72
H -4.40 -4.71 -1.32
H -5.55 -4.89 0.90
C 1.83 -0.08 -2.70
Si 2.29 0.06 -0.95
C 1.74 -1.30 0.22
N 0.67 -0.92 1.19
C 0.19 -2.12 1.92
C 1.22 -2.71 2.88
C 1.67 -1.66 3.88
C 2.19 -0.42 3.15
C 1.15 0.10 2.17
C 3.44 1.34 -0.41
C 4.44 1.05 0.54
C 5.37 2.01 0.88
C 5.31 3.27 0.28
C 4.32 3.57 -0.65
C 3.40 2.61 -1.00
C 2.99 -1.07 -2.74
C 4.30 -0.60 -2.89
C 5.35 -1.50 -2.98
C 5.11 -2.86 -2.90
C 3.81 -3.34 -2.73
C 2.75 -2.45 -2.63
H 0.86 -0.48 -2.96
H 1.99 0.82 -3.29
H 2.63 -1.66 0.74
H 1.38 -2.14 -0.37
H -0.15 -2.86 1.18
H -0.68 -1.80 2.50
H 2.07 -3.11 2.33
H 0.75 -3.56 3.39
H 2.44 -2.06 4.54
H 0.83 -1.37 4.52
H 3.12 -0.67 2.63
H 2.43 0.38 3.85
H 1.52 0.97 1.62
H 0.27 0.42 2.73
H 4.50 0.07 1.00
H 6.15 1.79 1.59
H 6.05 4.02 0.55
H 4.29 4.56 -1.10
H 2.64 2.84 -1.74
H 4.49 0.46 -2.95
H 6.36 -1.14 -3.11
H 5.93 -3.56 -2.99
H 3.62 -4.41 -2.68
H 1.74 -2.83 -2.52
C -3.45 5.89 -3.32
C -2.65 4.65 -3.12
C -2.03 3.94 -4.11
C -1.31 2.79 -3.76
N -1.22 2.35 -2.50
C -1.82 3.05 -1.55
S -1.80 2.61 0.12
N -2.52 4.18 -1.86
C -0.58 2.02 -4.81
H -3.56 6.11 -4.37
H -2.96 6.74 -2.83
H -4.44 5.78 -2.87
H -2.10 4.26 -5.14
H -2.95 4.68 -1.09
H -1.03 2.15 -5.79
H -0.55 0.96 -4.55
H 0.45 2.38 -4.87
*
```